The following is a DFT calculation (ωB97M-V with the def2-TZVPD basis set) of a cluster of 10 separate species, H22O11 in total in a non-equilibrium geometry.

Last column: natural (NBO) charge in e.
Positions of all 33 atoms, in Å:
H -0.55 -0.31 -0.07  0.47
H 0.57 -1.29 -0.39  0.45
H -1.74 -3.30 -2.99  0.47
H -0.32 -2.88 -3.31  0.45
H 1.08 -3.53 -1.15  0.46
H -0.27 -3.10 -1.68  0.46
H 0.05 3.54 0.06  0.45
H 1.14 4.14 -0.81  0.47
H 1.65 0.73 3.66  0.44
H 0.28 0.68 2.99  0.46
H -2.46 5.16 0.62  0.47
H -1.93 3.76 0.34  0.45
H 1.47 1.56 -2.00  0.46
H 2.74 1.10 -1.31  0.47
H -0.95 0.31 3.97  0.46
H -1.16 1.81 4.10  0.43
H -0.18 1.57 -3.56  0.46
H -0.48 1.07 -2.16  0.46
H -1.42 -2.63 3.98  0.47
H -1.62 -3.66 2.88  0.47
H 3.19 -2.36 -2.33  0.47
H 2.95 -1.53 -1.08  0.46
O -0.21 -1.18 0.16  -0.92
O -1.21 -2.88 -3.67  -0.92
O 0.19 -3.86 -1.32  -0.92
O 0.57 3.37 -0.74  -0.92
O 0.74 0.44 3.80  -0.90
O -2.72 4.32 0.24  -0.92
O 1.89 1.53 -1.14  -0.93
O -0.62 1.09 4.44  -0.89
O -0.91 1.40 -2.95  -0.92
O -1.54 -2.71 3.03  -0.94
O 3.56 -1.63 -1.82  -0.93

Summary:
Frontier orbital gap in eV: 6.9
ΔE to the lowest compared entry with this formula, charge and spin in eV: 8.835
Net charge: 0
Highest occupied orbital energy in eV: -7.35
LUMO energy in eV: -0.43
Largest force on an atom in eV Å⁻¹: 14.82

---

The following is a DFT calculation (ωB97M-V with the def2-TZVPD basis set) of a cluster of 11 separate species, H22O11 in total in a non-equilibrium geometry.

Last column: natural (NBO) charge in e.
Positions of all 33 atoms, in Å:
O 16.82 2.06 -18.35  -0.94
H 16.62 2.01 -17.41  0.49
H 16.18 2.69 -18.71  0.48
O 18.50 4.25 -18.94  -0.97
H 18.07 4.92 -19.45  0.48
H 17.85 3.53 -18.86  0.49
O 17.93 7.93 -13.99  -0.97
H 18.48 8.69 -13.88  0.46
H 18.54 7.30 -14.39  0.49
O 18.56 5.22 -13.25  -0.97
H 19.20 5.89 -13.00  0.50
H 17.67 5.60 -13.08  0.50
O 15.80 5.30 -17.02  -0.96
H 15.06 4.98 -16.50  0.45
H 16.57 5.06 -16.54  0.50
O 18.21 4.44 -15.82  -1.01
H 18.53 3.56 -16.05  0.51
H 18.37 4.61 -14.87  0.49
O 19.63 6.74 -15.78  -0.97
H 19.38 5.79 -15.70  0.50
H 20.56 6.62 -15.63  0.47
O 19.40 2.48 -13.56  -0.97
H 19.81 1.73 -13.05  0.50
H 18.45 2.38 -13.61  0.50
O 21.02 4.28 -14.74  -0.99
H 20.47 3.63 -14.26  0.50
H 21.73 4.51 -14.13  0.47
O 19.06 1.71 -16.31  -0.96
H 19.76 1.31 -16.81  0.49
H 19.50 1.78 -15.47  0.48
O 21.08 3.67 -18.00  -0.97
H 20.14 3.87 -18.07  0.49
H 21.39 4.33 -17.42  0.46

Summary:
Frontier orbital gap in eV: 10.0
ΔE to the lowest compared entry with this formula, charge and spin in eV: 1.284
Net charge: 0
Highest occupied orbital energy in eV: -10.21
LUMO energy in eV: -0.25
Largest force on an atom in eV Å⁻¹: 1.69

---

The following is a DFT calculation (ωB97M-V with the def2-TZVPD basis set) of a structure of composition H22O11 in a non-equilibrium geometry.

Last column: natural (NBO) charge in e.
Positions of all 33 atoms, in Å:
H 0.21 -0.40 0.38  0.45
H 0.58 0.91 1.06  0.46
H -4.14 -0.10 0.75  0.48
H -4.20 1.14 -0.13  0.46
H -2.48 -1.54 -0.98  0.45
H -2.43 -2.79 -0.12  0.46
H -2.07 -2.47 2.51  0.48
H -1.91 -1.55 1.32  0.45
H 0.82 5.47 0.53  0.46
H 0.76 4.56 -0.69  0.47
H 1.26 -0.01 -1.29  0.48
H 2.67 0.26 -1.78  0.46
H -1.24 1.01 -0.28  0.49
H -1.20 0.06 -1.46  0.42
H 5.78 0.12 1.58  0.47
H 4.80 0.06 0.41  0.48
H 0.05 -2.19 -1.18  0.43
H 1.48 -2.67 -1.34  0.50
H -1.46 3.67 0.24  0.48
H -2.38 2.71 0.98  0.48
H 3.48 -1.95 1.21  0.49
H 2.06 -2.46 1.43  0.45
O 0.58 0.47 0.20  -0.89
O -4.73 0.40 0.17  -0.93
O -3.02 -2.28 -0.68  -0.91
O -2.48 -1.71 2.08  -0.93
O 1.33 5.19 -0.24  -0.93
O 2.12 -0.43 -1.38  -0.95
O -0.64 0.64 -0.93  -0.93
O 5.15 -0.46 1.15  -0.95
O 0.64 -2.61 -1.81  -0.93
O -1.69 2.74 0.32  -0.95
O 2.68 -2.19 0.73  -0.95

Summary:
Frontier orbital gap in eV: 7.7
ΔE to the lowest compared entry with this formula, charge and spin in eV: 7.585
Net charge: 0
Highest occupied orbital energy in eV: -8.26
LUMO energy in eV: -0.57
Largest force on an atom in eV Å⁻¹: 13.00

---

The following is a DFT calculation (ωB97M-V with the def2-TZVPD basis set) of a cluster of 11 separate species, H22O11 in total in a non-equilibrium geometry.

Last column: natural (NBO) charge in e.
Positions of all 33 atoms, in Å:
H -0.29 -0.67 -0.01  0.42
H -1.31 -0.30 -1.01  0.47
H -0.74 4.40 -1.15  0.48
H -1.65 3.21 -0.67  0.48
H 1.75 3.96 0.33  0.46
H 2.36 2.79 -0.58  0.50
H -3.29 -2.38 0.41  0.48
H -3.56 -1.66 -1.02  0.46
H 3.36 -0.29 0.86  0.45
H 4.12 -0.95 -0.25  0.47
H -5.48 -0.47 -0.52  0.46
H -5.79 -1.37 -1.75  0.47
H 0.22 -0.56 1.92  0.44
H 1.11 -0.65 3.10  0.46
H 1.57 -0.18 -2.33  0.47
H 1.85 -1.68 -2.24  0.46
H 1.16 0.46 0.55  0.43
H 0.48 1.80 0.71  0.49
H 3.25 -3.29 -0.59  0.46
H 4.00 -4.57 -0.04  0.48
H -3.16 0.66 2.64  0.47
H -3.46 -0.20 1.45  0.46
O -1.24 -0.70 -0.10  -0.89
O -0.82 3.47 -1.18  -0.95
O 2.44 3.67 -0.19  -0.96
O -2.95 -2.05 -0.44  -0.94
O 4.15 -0.26 0.41  -0.92
O -6.20 -0.81 -0.98  -0.92
O 0.23 -0.54 2.93  -0.90
O 2.27 -0.84 -2.42  -0.93
O 1.36 1.39 0.52  -0.93
O 4.05 -3.56 -0.23  -0.94
O -2.84 0.49 1.71  -0.93

Summary:
Frontier orbital gap in eV: 10.1
ΔE to the lowest compared entry with this formula, charge and spin in eV: 4.962
Net charge: 0
Highest occupied orbital energy in eV: -10.58
LUMO energy in eV: -0.50
Largest force on an atom in eV Å⁻¹: 4.27

---

The following is a DFT calculation (ωB97M-V with the def2-TZVPD basis set) of a cluster of 11 separate species, H22O11 in total in a non-equilibrium geometry.

Last column: natural (NBO) charge in e.
Positions of all 33 atoms, in Å:
O -12.90 -20.19 -11.10  -1.02
H -11.97 -20.23 -10.77  0.49
H -12.90 -20.24 -12.15  0.49
O -8.57 -18.87 -11.63  -0.98
H -7.78 -19.14 -11.57  0.48
H -9.03 -18.50 -12.47  0.52
O -10.38 -24.43 -11.26  -0.90
H -11.17 -24.69 -11.15  0.47
H -10.11 -24.71 -10.45  0.47
O -8.81 -26.25 -12.71  -0.97
H -7.76 -25.96 -12.77  0.47
H -9.25 -25.53 -12.16  0.48
O -9.07 -22.02 -9.04  -0.93
H -9.44 -22.80 -9.40  0.46
H -9.60 -21.30 -9.33  0.50
O -10.21 -23.51 -14.99  -0.92
H -10.03 -23.74 -14.05  0.47
H -9.37 -23.18 -15.29  0.46
O -9.48 -20.73 -14.79  -0.94
H -9.59 -21.64 -14.64  0.46
H -10.04 -20.66 -15.61  0.47
O -10.58 -19.86 -9.88  -0.98
H -10.65 -19.25 -9.16  0.49
H -9.92 -19.34 -10.40  0.52
O -10.27 -21.95 -12.27  -0.98
H -9.96 -22.90 -12.11  0.48
H -9.80 -21.42 -11.59  0.49
O -12.84 -20.97 -13.99  -0.95
H -12.11 -21.52 -13.58  0.50
H -13.56 -21.52 -13.94  0.46
O -7.41 -21.02 -10.65  -1.01
H -6.53 -21.46 -10.65  0.47
H -7.97 -21.51 -10.04  0.48

Summary:
Frontier orbital gap in eV: 9.5
ΔE to the lowest compared entry with this formula, charge and spin in eV: 4.139
Net charge: 0
Highest occupied orbital energy in eV: -9.87
LUMO energy in eV: -0.34
Largest force on an atom in eV Å⁻¹: 14.14

---

The following is a DFT calculation (ωB97M-V with the def2-TZVPD basis set) of a cluster of 11 separate species, H22O11 in total in a non-equilibrium geometry.

Last column: natural (NBO) charge in e.
Positions of all 33 atoms, in Å:
O 1.29 0.78 2.31  -0.97
H 0.89 1.64 2.21  0.48
H 1.68 0.65 1.39  0.49
O 1.33 -1.52 -1.81  -0.97
H 1.92 -1.29 -2.51  0.47
H 0.45 -1.45 -2.14  0.50
O 0.15 1.00 -2.51  -0.96
H -0.72 1.18 -2.80  0.49
H 0.58 0.43 -3.18  0.48
O -1.16 -1.90 -2.77  -0.96
H -0.92 -2.77 -3.04  0.48
H -1.78 -1.93 -2.07  0.50
O -0.74 0.49 0.06  -0.99
H -0.06 0.30 0.71  0.49
H -0.36 0.30 -0.81  0.49
O 2.24 1.16 -0.48  -0.95
H 2.78 1.69 0.12  0.47
H 1.73 1.82 -0.92  0.49
O -1.44 -1.92 2.04  -0.95
H -0.53 -1.87 1.72  0.48
H -1.21 -2.02 3.00  0.47
O 1.23 -1.47 3.82  -0.96
H 1.79 -2.22 3.54  0.46
H 1.33 -0.85 3.08  0.49
O -3.42 0.85 -0.24  -0.96
H -2.44 1.00 -0.37  0.49
H -3.83 1.68 -0.38  0.46
O 1.42 -1.88 0.85  -0.98
H 1.45 -1.67 -0.08  0.50
H 2.32 -1.79 1.13  0.46
O -2.10 3.74 -0.33  -0.95
H -2.08 4.65 0.02  0.47
H -1.78 3.20 0.41  0.48

Summary:
Frontier orbital gap in eV: 9.9
ΔE to the lowest compared entry with this formula, charge and spin in eV: 1.712
Net charge: 0
Highest occupied orbital energy in eV: -10.04
LUMO energy in eV: -0.12
Largest force on an atom in eV Å⁻¹: 2.68

---

The following is a DFT calculation (ωB97M-V with the def2-TZVPD basis set) of a structure of composition H22O11Xe in a non-equilibrium geometry.

Last column: natural (NBO) charge in e.
Positions of all 34 atoms, in Å:
Xe -0.24 0.18 -0.42  0.01
O 0.14 3.33 1.13  -0.97
H 0.44 2.53 1.57  0.50
H -0.53 3.69 1.72  0.48
O 0.77 0.86 2.56  -0.97
H 0.78 0.91 3.52  0.49
H -0.05 0.41 2.36  0.50
O 3.43 -1.89 -1.79  -0.95
H 4.31 -1.61 -1.54  0.46
H 2.94 -1.07 -1.87  0.48
O -3.91 1.02 0.31  -0.97
H -4.35 0.88 -0.53  0.46
H -3.57 0.15 0.55  0.49
O 1.00 -3.49 2.10  -0.97
H 1.29 -4.31 1.69  0.47
H 1.38 -2.80 1.56  0.50
O 2.60 0.83 -2.81  -0.94
H 2.25 1.11 -1.96  0.47
H 3.03 1.60 -3.16  0.47
O 2.51 -1.17 1.42  -0.96
H 3.24 -1.36 2.01  0.47
H 1.94 -0.59 1.92  0.49
O -1.71 -3.29 0.02  -0.92
H -2.53 -3.58 -0.37  0.47
H -1.61 -3.83 0.81  0.49
O -2.95 -1.39 1.40  -0.98
H -3.58 -1.97 1.82  0.47
H -2.47 -1.95 0.79  0.49
O -1.03 1.54 -3.69  -0.96
H -1.95 1.63 -3.93  0.46
H -0.94 2.04 -2.87  0.49
O -0.52 3.71 -1.62  -0.97
H -0.35 3.76 -0.68  0.50
H 0.25 4.12 -2.02  0.47

Summary:
Frontier orbital gap in eV: 10.6
ΔE to the lowest compared entry with this formula, charge and spin in eV: 0.599
Net charge: 0
Highest occupied orbital energy in eV: -10.53
LUMO energy in eV: 0.08
Largest force on an atom in eV Å⁻¹: 1.07

---

The following is a DFT calculation (ωB97M-V with the def2-TZVPD basis set) of a structure of composition H22O11Xe in a non-equilibrium geometry.

Last column: natural (NBO) charge in e.
Positions of all 34 atoms, in Å:
Xe -0.16 -0.26 0.48  0.00
O 1.01 -3.10 -1.45  -0.96
H 0.55 -3.90 -1.67  0.47
H 0.70 -2.45 -2.08  0.48
O -2.29 0.01 3.54  -0.99
H -2.43 -0.73 2.95  0.50
H -1.86 -0.37 4.30  0.48
O 0.62 -0.85 -3.07  -0.97
H 0.67 -1.14 -3.98  0.49
H 0.02 -0.11 -3.08  0.49
O 2.63 -2.83 0.84  -0.99
H 3.10 -1.99 0.79  0.48
H 1.89 -2.73 0.25  0.48
O -2.83 -2.36 2.43  -0.94
H -2.92 -2.52 1.49  0.49
H -3.63 -2.71 2.82  0.48
O -1.02 1.45 -2.54  -0.94
H -0.39 1.96 -3.05  0.48
H -1.57 1.02 -3.20  0.48
O 0.33 3.41 0.23  -0.96
H -0.12 3.08 1.01  0.49
H -0.30 3.28 -0.48  0.47
O 3.94 -0.39 0.83  -0.96
H 4.86 -0.47 0.61  0.47
H 3.54 0.03 0.07  0.50
O 2.64 0.16 -1.62  -0.98
H 2.34 1.07 -1.62  0.47
H 2.00 -0.31 -2.15  0.50
O -1.39 2.35 2.27  -1.00
H -1.22 3.08 2.87  0.48
H -1.75 1.66 2.83  0.52
O -2.64 2.38 -0.37  -0.97
H -2.23 2.59 0.47  0.49
H -2.11 1.67 -0.73  0.47

Summary:
Frontier orbital gap in eV: 9.0
ΔE to the lowest compared entry with this formula, charge and spin in eV: 0.399
Net charge: 0
Highest occupied orbital energy in eV: -9.43
LUMO energy in eV: -0.47
Largest force on an atom in eV Å⁻¹: 1.14

---

no.,molar mass (g/mol)
1,198.16
2,198.17
3,198.16
4,198.16
5,198.17
6,198.17
7,329.45
8,329.45